# 1
Density functional theory data (ωB97M-V with the def2-TZVPD basis set) for C27H31N6OPdS2 as an isolated structure.

```
! wB97M-V def2-TZVPD RIJCOSX def2/J DEFGRID3
* xyz 1 1
Pd 0.4556 0.7943 -0.7633
C 1.7110 -3.9393 -3.1458
C 1.3160 -2.7147 -3.6668
C 1.4524 -1.5554 -2.9205
C 1.9832 -1.6032 -1.6344
C 2.3621 -2.8391 -1.1048
C 2.2353 -3.9942 -1.8612
N 2.0353 -0.4261 -0.8665
C 3.0790 -0.0508 -0.0911
C 4.3715 -0.6308 -0.1914
C 5.3949 -0.1907 0.6032
C 5.2302 0.8481 1.5471
C 4.0124 1.4488 1.6616
C 2.9338 1.0132 0.8611
N 1.6806 1.5514 0.9178
N 1.3390 2.5460 1.6028
C -0.0174 2.8768 1.3585
C -0.6027 3.8066 2.2073
C -1.9231 4.1658 2.0139
C -2.6316 3.5924 0.9681
C -1.9760 2.6848 0.1561
N -0.7029 2.3292 0.3310
H 1.6104 -4.8423 -3.7325
H 0.9055 -2.6611 -4.6669
H 1.1483 -0.5960 -3.3223
H 2.7575 -2.8870 -0.0970
H 2.5423 -4.9439 -1.4415
H 4.5511 -1.4056 -0.9220
H 6.3695 -0.6487 0.4885
H 6.0653 1.1695 2.1531
H 3.8382 2.2604 2.3553
H -0.0011 4.2219 3.0033
H -2.3969 4.8838 2.6701
H -3.6669 3.8395 0.7818
H -2.4880 2.2029 -0.6667
C -1.8347 -4.9907 0.9975
C -1.8083 -3.4946 1.3001
C -0.3819 -3.0220 1.5313
S -0.1321 -1.2459 1.5874
O -0.7552 -0.7368 0.2941
C -1.2752 -0.7654 2.9136
C -2.6818 -0.4313 2.4393
C -3.5368 0.0650 3.6020
H -2.8559 -5.3364 0.8414
H -1.4079 -5.5676 1.8197
H -1.2619 -5.2140 0.0960
H -2.4186 -3.2872 2.1821
H -2.2349 -2.9374 0.4642
H 0.2666 -3.3213 0.7025
H 0.0506 -3.4176 2.4547
H -0.8112 0.1090 3.3765
H -1.2622 -1.5707 3.6514
H -3.1441 -1.3019 1.9734
H -2.6174 0.3334 1.6654
H -3.6298 -0.6949 4.3797
H -4.5409 0.3180 3.2623
H -3.1014 0.9565 4.0578
S 1.4767 2.5696 -2.2939
C -0.0002 2.7999 -3.0215
N -0.3142 3.9534 -3.6908
C -1.5283 4.2086 -4.2257
C -2.5107 3.2763 -4.1233
C -2.1542 2.0783 -3.4714
N -0.9756 1.8444 -2.9548
H 0.4197 4.6458 -3.7621
H -1.6401 5.1650 -4.7165
H -3.4951 3.4338 -4.5332
H -2.8766 1.2722 -3.3853
*
```

Its relative energy (zero: lowest compared OMol25 entry of this formula, charge and spin) is 146.9 kJ/mol. As for the LUMO energy (spin up / spin down): -3.32 / -3.35 eV. Its frontier orbital gap (spin up / spin down) is 6.082 / 6.051 eV.

Atom charges from the Löwdin analysis, given in e for atoms 1 to 5: atom 1 (Pd): 0.82, atom 2 (C): -0.09, atom 3 (C): -0.08, atom 4 (C): -0.03, atom 5 (C): -0.29


# 2
Density functional theory data (ωB97M-V with the def2-TZVPD basis set) for C44H56BN9O4S4Tc as an isolated structure.

```
! wB97M-V def2-TZVPD RIJCOSX def2/J DEFGRID3
* xyz 2 4
Tc -0.0574 -0.0500 -0.9578
C -3.1781 -4.0502 -1.0524
C -3.2374 -4.3902 0.4325
C -4.4586 -3.7386 1.0718
C -3.3047 -5.9152 0.5623
N -2.0388 -3.9267 1.2236
C -1.9124 -4.3699 2.5263
C -0.7731 -3.8591 3.0188
N -0.1823 -3.1106 2.0313
B 1.2388 -2.5578 2.3150
N 2.1523 -2.4462 1.0286
C 2.9206 -3.5040 0.6139
C 3.8134 -3.0426 -0.2917
N 3.5963 -1.6883 -0.4338
C 2.5559 -1.3656 0.3583
S 1.7803 0.1879 0.5258
C 4.5733 -0.7432 -1.0980
C 5.1902 0.1070 0.0103
C 3.9014 0.1237 -2.1564
C 5.6621 -1.5694 -1.7752
N 1.2340 -1.2460 3.0974
C 2.3919 -0.8888 3.7706
C 2.1581 0.2737 4.3917
N 0.8443 0.6400 4.1122
C 0.2720 -0.3129 3.3201
S -1.3043 -0.3772 2.7036
C 0.3178 1.9207 4.6707
C -1.0787 2.2700 4.1724
C 0.2809 1.7907 6.1935
C 1.2769 3.0377 4.2396
C -0.9749 -3.1273 0.9574
S -0.6049 -2.3956 -0.5803
H -4.0195 -4.5561 -1.5242
H -2.2629 -4.4037 -1.5242
H -3.2822 -2.9830 -1.2374
H -5.3580 -4.0459 0.5375
H -4.3720 -2.6562 1.0316
H -4.5693 -4.0282 2.1159
H -4.0721 -6.2932 -0.1111
H -3.5707 -6.2393 1.5660
H -2.3543 -6.3720 0.2869
H -2.6344 -5.0127 2.9887
H -0.3240 -3.9654 3.9885
H 1.7832 -3.3874 2.9962
H 2.7993 -4.4878 1.0283
H 4.5870 -3.5657 -0.8160
H 4.4465 0.7484 0.4831
H 5.9656 0.7433 -0.4149
H 5.6476 -0.5253 0.7722
H 3.1292 0.7634 -1.7320
H 3.4694 -0.4887 -2.9456
H 4.6744 0.7585 -2.5897
H 6.2592 -2.1361 -1.0616
H 6.3315 -0.8779 -2.2838
H 5.2513 -2.2434 -2.5270
H 3.2714 -1.5063 3.7618
H 2.8016 0.8558 5.0213
H -1.8276 1.5485 4.4881
H -1.1165 2.3231 3.0842
H -1.3258 3.2449 4.5945
H -0.3913 0.9846 6.4868
H -0.0843 2.7195 6.6323
H 1.2659 1.5894 6.6117
H 1.4301 3.0042 3.1584
H 2.2512 2.9655 4.7186
H 0.8527 4.0043 4.5097
N -1.5310 -0.3256 -2.6160
C -0.9483 -1.1870 -3.6743
C 0.5512 -1.4004 -3.4756
O 1.2262 -1.9340 -4.3052
O 1.0330 -0.9257 -2.3297
H -2.3543 -0.7599 -2.2131
H -1.8358 0.5692 -2.9903
H -1.1094 -0.7576 -4.6625
H -1.4256 -2.1657 -3.6611
S 1.1748 3.5131 -3.6797
C 0.7598 1.9625 -3.1375
N 0.5526 1.8273 -1.8568
C 0.7628 3.0419 -1.1895
C 0.7187 3.2598 0.1915
C 0.9941 4.5259 0.6580
C 1.3060 5.5789 -0.2177
C 1.3674 5.3727 -1.5765
C 1.1013 4.0862 -2.0496
H 0.7112 1.1377 -3.8320
H 0.4909 2.4520 0.8742
H 0.9952 4.7082 1.7249
H 1.5245 6.5592 0.1819
H 1.6358 6.1724 -2.2523
C -2.5883 5.5533 -1.6753
O -3.4580 4.7740 -0.8482
C -4.0331 5.4963 0.1681
C -5.0701 6.3868 -0.0672
C -5.6118 7.1210 0.9770
C -5.1210 6.9694 2.2704
C -4.1024 6.0660 2.5136
C -3.5762 5.3236 1.4648
N -2.4959 4.4266 1.7194
C -2.3049 3.2059 1.3021
C -3.2239 2.3007 0.7172
C -4.6234 2.4643 0.8040
C -5.4669 1.4720 0.3857
C -4.9168 0.2854 -0.1186
C -3.5557 0.0912 -0.2060
C -2.6781 1.1110 0.1773
O -1.3729 1.0383 0.0184
H -3.0708 6.4794 -1.9890
H -2.3632 4.9531 -2.5525
H -1.6650 5.7941 -1.1404
H -5.4350 6.4985 -1.0792
H -6.4176 7.8143 0.7817
H -5.5375 7.5421 3.0859
H -3.7266 5.9184 3.5187
H -1.7510 4.8180 2.2848
H -1.3147 2.8216 1.5115
H -5.0266 3.3653 1.2415
H -6.5372 1.5848 0.4692
H -5.5852 -0.5056 -0.4329
H -3.1395 -0.8530 -0.5336
*
```

Its relative energy (zero: lowest compared OMol25 entry of this formula, charge and spin) is 15.1 kJ/mol. As for the LUMO energy (spin up / spin down): -5.49 / -6.38 eV. Its expectation value of S² is 3.7811. Its frontier orbital gap (spin up / spin down) is 5.840 / 4.932 eV.

Atom charges from the Löwdin analysis, given in e for atoms 1 to 5: atom 1 (Tc): 1.32, atom 2 (C): -0.08, atom 3 (C): -0.53, atom 4 (C): -0.01, atom 5 (C): -0.02


# 3
Density functional theory data (ωB97M-V with the def2-TZVPD basis set) for C5H8Br6O3 as an isolated structure.

```
! wB97M-V def2-TZVPD RIJCOSX def2/J DEFGRID3
* xyz 0 1
C 1.9118 -0.2487 0.5088
Br 3.5233 -0.5467 -0.6503
Br 0.8739 -1.8103 0.9109
Br 0.6387 1.0006 -0.3116
H 2.2317 0.2379 1.4302
C 3.3261 -3.2193 1.1958
Br 2.2906 -4.3348 2.4286
Br 4.4286 -4.2716 0.0101
Br 4.4118 -1.9779 2.4454
H 2.5977 -2.5692 0.7111
C -2.8302 1.9183 -2.9624
O -2.5814 1.0245 -1.8538
C -2.1811 1.5765 -0.6779
O -2.0826 2.8264 -0.4242
O -2.0725 0.6381 0.1039
C -1.5622 0.8498 1.4344
H -3.9030 2.0982 -2.8931
H -2.7575 1.2934 -3.8525
H -2.1231 2.7469 -2.9226
H -1.5497 1.8746 1.8056
H -0.4848 0.6846 1.4352
H -2.1062 0.2088 2.1282
*
```

Its relative energy (zero: lowest compared OMol25 entry of this formula, charge and spin) is 256.9 kJ/mol. As for the LUMO energy: -0.59 eV. Its frontier orbital gap is 9.511 eV.

Atom charges from the Löwdin analysis, given in e for atoms 1 to 5: atom 1 (C): -1.38, atom 2 (Br): 0.60, atom 3 (Br): 0.75, atom 4 (Br): 0.83, atom 5 (H): -0.01


# 4
Density functional theory data (ωB97M-V with the def2-TZVPD basis set) for an isolated molecule of C6H8S.

```
! wB97M-V def2-TZVPD RIJCOSX def2/J DEFGRID3
* xyz 0 1
C -1.5636 0.2958 -1.5089
C -0.6957 0.0840 -0.4847
C -0.2169 -1.2304 -0.0181
C 1.1328 -0.9101 0.6754
C 1.1544 0.5344 0.9562
C -0.0941 1.2018 0.3445
H -1.8106 1.2867 -1.8346
H -1.9642 -0.5582 -2.0487
H -0.9081 -1.7268 0.7260
H -0.0431 -1.9363 -0.8361
H 1.5794 -1.6715 1.4199
H 1.5675 1.0117 1.8284
H -0.7627 1.5084 1.1086
H 0.1658 2.1408 -0.1636
S 2.4592 -0.0304 -0.1643
*
```

Its relative energy (zero: lowest compared OMol25 entry of this formula, charge and spin) is 73.5 kJ/mol. As for the LUMO energy: 0.92 eV. Its SMILES is C=C1C[C@@H]2S[C@@H]2C1. Its frontier orbital gap is 9.615 eV.

Atom charges from the Löwdin analysis, given in e for atoms 1 to 5: atom 1 (C): 0.07, atom 2 (C): -0.33, atom 3 (C): -0.16, atom 4 (C): -0.56, atom 5 (C): -0.54


# 5
Density functional theory data (ωB97M-V with the def2-TZVPD basis set) for an isolated molecule of C21H23BrN2O7S.

```
! wB97M-V def2-TZVPD RIJCOSX def2/J DEFGRID3
* xyz 0 1
C 2.1311 2.0927 2.4518
C 3.4343 2.7582 2.0436
H 3.2644 3.7260 1.5604
H 4.0844 2.9051 2.9119
O 4.1205 1.9028 1.1260
C 4.7446 2.4577 0.0928
O 4.8365 3.6369 -0.1136
C 5.3676 1.3920 -0.8053
O 4.8682 0.0954 -0.5895
C 3.5429 -0.1568 -0.5540
C 3.1864 -1.3894 -0.0024
C 1.8819 -1.8125 0.1032
C 0.8504 -0.9860 -0.3534
C 1.1881 0.2536 -0.9098
C 2.5011 0.6740 -1.0240
O 2.8643 1.8698 -1.5666
C 1.8639 2.8088 -1.8954
H 2.4056 3.7073 -2.1859
H 1.2242 3.0320 -1.0370
H 1.2494 2.4619 -2.7306
H 0.3993 0.8916 -1.2679
C -0.5008 -1.4544 -0.2339
C -1.6646 -0.8992 -0.6352
C -2.9319 -1.6072 -0.4136
O -3.0654 -2.6565 0.1720
N -3.9912 -0.9021 -0.9594
C -3.7318 0.3029 -1.5486
O -4.5151 1.0575 -2.0373
S -1.9678 0.6207 -1.4562
C -5.3423 -1.4227 -0.9025
H -5.6756 -1.6999 -1.9071
H -5.3044 -2.3198 -0.2759
C -6.3797 -0.4342 -0.3558
O -7.4446 -0.2853 -0.9175
N -6.0656 0.2197 0.7738
C -4.9197 0.0448 1.6423
C -5.3994 0.6051 2.9802
H -5.9764 -0.1503 3.5141
C -6.3098 1.7519 2.5462
C -7.0202 1.1725 1.3281
H -7.9388 0.6436 1.6026
H -7.2747 1.9185 0.5728
H -5.7102 2.6162 2.2585
H -7.0075 2.0540 3.3234
H -4.5745 0.9288 3.6111
H -4.0656 0.6330 1.2783
H -4.6230 -1.0037 1.7116
H -0.6205 -2.4202 0.2458
H 1.6629 -2.7741 0.5397
Br 4.5947 -2.4819 0.6295
H 6.4356 1.3245 -0.5725
H 5.2536 1.7097 -1.8473
H 2.3323 1.1225 2.8984
H 1.6158 2.7172 3.1755
H 1.4877 1.9452 1.5874
*
```

As for the LUMO energy: -0.76 eV. Its SMILES is CCOC(=O)COc1c(Br)cc(/C=C2\SC(=O)N(CC(=O)N3CCCC3)C2=O)cc1OC. Its frontier orbital gap is 7.624 eV.

Atom charges from the Löwdin analysis, given in e for atoms 1 to 5: atom 1 (C): -0.05, atom 2 (C): -0.19, atom 3 (H): 0.12, atom 4 (H): 0.13, atom 5 (O): 0.01